# 1
{"formula": "C3H6S3Si", "method": "ωB97M-V/def2-TZVPD", "orbital_gap_ev": 7.73, "max_force_ev_per_a": 3.85, "homo_ev": -8.784, "de_lowest_kcal_mol": 56.6, "symbols": ["C", "C", "C", "Si", "S", "S", "S", "H", "H", "H", "H", "H", "H"], "positions_angstrom": [[-0.1420, -1.4542, 0.3482], [0.3408, 1.0901, 0.6044], [0.4881, -0.1790, -0.2933], [-2.0188, 0.2673, -0.7898], [-2.0544, -1.3898, 0.6300], [-1.3070, 1.9741, 0.3913], [-0.2191, 0.0072, -1.8719], [0.0832, -2.3797, -0.2650], [0.3267, -1.5876, 1.4114], [0.5755, 0.9376, 1.6274], [1.1588, 1.8898, 0.2237], [1.6315, -0.3326, -0.5490], [-4.0305, 0.1924, -2.0772]], "forces_ev_per_angstrom": [[1.02, -0.97, 1.89], [1.50, 2.34, -2.67], [1.98, -0.77, 1.38], [-2.29, -0.02, -0.40], [1.54, 0.65, -1.15], [0.01, -0.78, -0.11], [-0.93, 0.18, -2.17], [-0.32, 1.22, 0.68], [-0.94, 0.10, -1.86], [-0.17, -0.48, 0.96], [-1.91, -1.79, 0.77], [-2.14, 0.01, 0.98], [2.65, 0.32, 1.71]]}

# 2
{"formula": "C3H6Si", "method": "ωB97M-V/def2-TZVPD", "orbital_gap_ev": [8.02, 8.16], "max_force_ev_per_a": 3.65, "homo_ev": [-8.318, -8.053], "de_lowest_kcal_mol": 84.1, "symbols": ["C", "C", "C", "Si", "H", "H", "H", "H", "H", "H"], "positions_angstrom": [[1.2228, -0.1561, 1.3991], [1.3192, -0.0866, 0.0739], [0.2864, 0.7678, -0.3473], [-1.2079, -0.2063, -0.8419], [0.9269, 0.2352, 2.3534], [1.8533, -0.7291, -0.5489], [0.2287, 1.6459, 0.1871], [-1.0202, -1.0166, -1.9209], [-2.3571, 0.7080, -0.6542], [-1.2521, -1.1622, 0.2997]], "forces_ev_per_angstrom": [[0.21, -0.35, -1.48], [1.10, 0.14, 2.51], [-0.93, -1.17, -0.67], [-0.41, 1.53, 3.29], [-0.10, 0.31, -0.20], [0.98, -1.13, -0.85], [-0.34, 2.16, 0.71], [0.12, -1.20, -2.53], [-0.25, -0.20, -0.66], [-0.36, -0.08, -0.12]]}

# 3
{"formula": "C3H7BFInNO6", "method": "ωB97M-V/def2-TZVPD", "orbital_gap_ev": 2.13, "total_charge": 1, "max_force_ev_per_a": 5.31, "homo_ev": -12.525, "de_lowest_kcal_mol": 111.2, "symbols": ["In", "N", "O", "O", "O", "B", "H", "H", "H", "H", "C", "C", "O", "C", "O", "O", "F", "H", "H", "H"], "positions_angstrom": [[-0.0454, 2.1832, -0.7786], [-3.8318, 6.4152, -0.3271], [-3.7770, 5.3568, -0.9800], [-2.9273, 7.1384, -0.4465], [-4.6344, 6.5602, 0.6040], [2.1719, 5.5176, -3.5089], [1.7219, 4.6563, -3.9779], [1.7316, 5.5722, -2.5254], [3.2398, 5.3756, -3.4486], [1.9933, 6.3565, -4.1635], [-0.2990, -5.8813, 2.5709], [1.2059, -5.8943, 2.3063], [1.3731, -5.3171, 0.9967], [0.2759, -4.5229, 0.7957], [0.2835, -3.5439, 0.0298], [-0.6508, -4.7197, 1.7909], [1.5581, -7.1540, 2.2461], [-0.4763, -5.9541, 3.6440], [-0.8081, -6.7713, 2.2012], [1.8951, -5.3734, 2.9708]], "forces_ev_per_angstrom": [[0.04, -0.02, -0.07], [-1.83, -3.53, 2.51], [-0.96, 0.10, -0.26], [3.05, 3.51, -0.96], [-0.11, -0.09, -1.35], [0.32, 0.07, 0.75], [-3.93, -2.84, -2.17], [-1.20, -1.26, 4.61], [4.62, 1.25, 1.17], [0.00, 2.73, -4.23], [1.12, 0.25, -0.57], [-0.49, 0.06, -0.79], [-1.49, 0.31, 0.38], [1.22, 3.61, -0.36], [-0.68, -3.65, 2.06], [-0.47, 0.05, -0.34], [1.22, -2.16, -0.06], [-0.42, 1.39, 0.01], [0.34, 0.01, -0.58], [-0.34, 0.20, 0.25]]}

# 4
{"formula": "C3H7BNO7S2", "method": "ωB97M-V/def2-TZVPD", "orbital_gap_ev": 8.53, "total_charge": -1, "max_force_ev_per_a": 7.17, "homo_ev": -5.936, "de_lowest_kcal_mol": 119.0, "symbols": ["C", "C", "C", "S", "O", "O", "N", "S", "O", "O", "B", "O", "O", "H", "H", "H", "H", "H", "O", "H", "H"], "positions_angstrom": [[2.8285, -2.1218, -0.8550], [2.1676, -1.0012, -0.5880], [1.6239, 0.5086, -0.2977], [0.6831, 1.1310, -1.7896], [1.7191, 1.8915, -2.6399], [0.2237, -0.0381, -2.6744], [-0.5610, 2.2584, -1.4184], [-1.5266, 1.7358, -0.0970], [-0.9437, 2.0337, 1.2795], [-2.8627, 2.4969, -0.2136], [-1.9611, -0.1037, -0.1357], [-1.5527, -0.9730, 0.9782], [-2.6654, -0.7346, -1.2574], [3.6326, -2.9549, -0.7870], [0.9845, 0.5217, 0.6696], [2.5330, 1.2287, -0.1699], [-0.9218, -1.6608, 0.6275], [-3.1742, -1.4843, -0.8457], [0.1971, -1.1854, 3.4953], [-0.0647, -0.4139, 4.0138], [-0.3591, -1.1346, 2.7053]], "forces_ev_per_angstrom": [[-2.65, 6.23, 2.35], [3.85, -4.45, -1.19], [0.93, -1.82, 0.71], [0.96, 0.87, -6.32], [-2.48, -1.37, 3.27], [0.37, 2.31, 3.78], [0.62, -3.31, 2.18], [-1.72, 5.02, 1.43], [-0.33, -1.49, -3.12], [3.22, -2.48, -0.37], [-0.57, -3.69, -1.17], [0.42, 0.92, -2.23], [0.67, 1.08, 3.55], [-2.21, 1.86, -0.34], [0.95, -0.01, -1.70], [-1.72, -1.44, -0.37], [-1.10, 0.80, 0.26], [0.87, 0.82, -0.72], [-0.08, 0.05, 0.09], [0.05, -0.11, -0.21], [-0.05, 0.22, 0.10]]}

# 5
{"formula": "C3H7BO3", "method": "ωB97M-V/def2-TZVPD", "orbital_gap_ev": 9.38, "max_force_ev_per_a": 4.52, "homo_ev": -9.308, "de_lowest_kcal_mol": 56.2, "symbols": ["O", "C", "B", "O", "O", "H", "H", "H", "C", "C", "H", "H", "H", "H"], "positions_angstrom": [[0.2550, -1.6391, -1.2571], [-0.1114, -1.2627, -0.1816], [0.1870, -1.8338, 1.3140], [1.4768, -1.6780, 1.7405], [-0.8873, -2.0951, 2.1254], [-0.7455, -0.4379, -0.0389], [1.7534, -1.5979, 2.6458], [-0.7121, -2.5332, 2.9572], [0.2483, 1.7617, -1.3358], [-0.6021, 2.6851, -1.7286], [0.6353, 1.7868, -0.4257], [0.3616, 0.7668, -1.8676], [-0.7079, 3.6335, -1.3385], [-1.1511, 2.4439, -2.6093]], "forces_ev_per_angstrom": [[0.32, -0.15, -0.74], [0.58, -2.03, 1.79], [0.51, 0.50, 0.40], [0.03, -0.12, -1.00], [0.02, -0.17, -0.78], [-1.39, 2.04, -0.50], [-0.24, -0.22, 0.61], [0.16, 0.06, 0.28], [-1.78, -2.07, -3.28], [0.40, -1.76, -1.57], [2.44, 0.45, 3.78], [-0.27, 1.46, 0.51], [-0.36, 1.69, 1.24], [-0.42, 0.33, -0.74]]}

# 6
{"formula": "C3H7Br", "method": "ωB97M-V/def2-TZVPD", "orbital_gap_ev": [8.31, 8.69], "max_force_ev_per_a": 3.42, "homo_ev": [-8.010, -8.116], "de_lowest_kcal_mol": 74.1, "symbols": ["C", "C", "C", "Br", "H", "H", "H", "H", "H", "H", "H"], "positions_angstrom": [[0.8427, 0.0782, -0.3300], [-0.0655, 1.0010, 0.2907], [-1.9252, -0.6230, 0.7255], [-3.4306, 0.0747, -0.1052], [0.6142, -0.0916, -1.3614], [0.7421, -0.9462, 0.1002], [1.8222, 0.4859, -0.4354], [0.2155, 1.4116, 1.2793], [-0.8935, 1.4894, -0.1172], [-1.9780, -0.4738, 1.7300], [-1.4774, -1.4120, 0.1779]], "forces_ev_per_angstrom": [[-0.15, -1.52, -1.23], [-1.51, -0.51, 3.03], [1.10, 1.78, -2.31], [-0.57, 0.20, -0.41], [-0.67, -0.08, -0.87], [0.93, 0.78, 0.11], [1.20, -0.12, 0.73], [-0.18, -0.36, -0.56], [-0.66, 0.76, -1.20], [0.16, -0.28, 2.61], [0.33, -0.66, 0.10]]}

# 7
{"formula": "C3H7Br3Si", "method": "ωB97M-V/def2-TZVPD", "orbital_gap_ev": [9.79, 3.18], "max_force_ev_per_a": 3.21, "homo_ev": [-10.439, -7.176], "de_lowest_kcal_mol": 108.2, "symbols": ["C", "C", "C", "Si", "Br", "Br", "Br", "H", "H", "H", "H", "H", "H", "H"], "positions_angstrom": [[0.5888, 0.6297, -1.0451], [-1.0733, -0.9161, -0.1450], [0.3748, -0.5091, -0.0342], [0.8975, -0.2371, 1.7769], [-2.7349, 2.3568, -1.0754], [1.8488, -1.7573, 3.1389], [1.9040, 1.6632, 2.2892], [-0.4043, 0.9960, -1.2379], [1.2598, 1.4377, -0.8028], [0.9762, 0.2320, -1.9504], [-1.7322, -0.0245, 0.0684], [-1.5466, -1.5616, 0.6285], [-1.2970, -0.9617, -1.2478], [0.9385, -1.3479, -0.3635]], "forces_ev_per_angstrom": [[-0.15, -0.09, 0.57], [-2.42, 2.09, 0.26], [0.79, 0.14, 0.32], [-1.24, 0.28, 0.82], [-0.22, 0.21, -0.04], [0.08, -0.08, -0.67], [0.30, 0.22, -0.33], [0.00, 0.67, -0.28], [0.11, 0.27, 0.58], [0.24, -0.51, -0.95], [0.90, -0.30, 0.04], [0.82, -0.69, -1.20], [-0.04, -1.29, 1.10], [0.83, -0.91, -0.22]]}

# 8
{"formula": "C3H7BrN2", "method": "ωB97M-V/def2-TZVPD", "orbital_gap_ev": [7.91, 7.06], "max_force_ev_per_a": 5.04, "homo_ev": [-6.773, -10.290], "multiplicity": 3, "de_lowest_kcal_mol": 9.8, "symbols": ["C", "C", "C", "N", "N", "Br", "H", "H", "H", "H", "H", "H", "H"], "positions_angstrom": [[-1.4762, -0.1725, -0.2795], [-0.4622, -1.2870, -0.3420], [-0.1053, 0.0207, 0.3186], [1.6531, 1.4009, -0.0139], [0.6694, 0.8470, -0.6021], [4.0390, 0.2105, 0.1580], [-1.7412, 0.5174, -1.1778], [-2.2053, -0.4498, 0.4657], [-0.3541, -2.2044, 0.1681], [-0.1879, -1.5654, -1.3956], [0.1127, 0.1333, 1.3151], [1.9889, 1.3850, 0.8840], [2.2300, 1.9703, -0.6156]], "forces_ev_per_angstrom": [[-0.64, -0.11, 0.57], [0.57, 0.17, -2.89], [0.30, 0.57, -4.97], [3.52, 3.21, -1.65], [-3.59, -2.43, -0.37], [0.52, -0.40, -0.04], [0.51, -1.78, 1.73], [-0.71, 0.75, -0.12], [-1.05, -0.65, 1.32], [0.61, 1.08, 1.06], [0.21, -0.07, 2.37], [-0.06, -0.47, 2.95], [-0.18, 0.14, 0.04]]}

# 9
{"formula": "C3H7BrN2S", "method": "ωB97M-V/def2-TZVPD", "orbital_gap_ev": 7.92, "max_force_ev_per_a": 4.96, "homo_ev": -8.231, "de_lowest_kcal_mol": 8.0, "symbols": ["C", "C", "N", "Br", "C", "N", "S", "H", "H", "H", "H", "H", "H", "H"], "positions_angstrom": [[0.4857, -1.9026, 0.4444], [0.3517, -0.9058, -0.7176], [-0.3839, 0.1871, -0.3346], [-2.2581, -0.0206, 0.0230], [0.0682, 1.3838, 0.0607], [-0.7909, 2.3483, 0.4211], [1.6507, 1.6599, -0.2181], [-0.5322, -2.2254, 0.5423], [1.0396, -2.8059, 0.1371], [1.0175, -1.5661, 1.2527], [1.3876, -0.3305, -1.0069], [0.0466, -1.3079, -1.6280], [-1.8113, 2.2974, 0.4382], [-0.2715, 3.1883, 0.5857]], "forces_ev_per_angstrom": [[-0.36, -1.63, -3.79], [4.91, 0.18, 0.70], [-4.04, 1.71, 1.02], [0.50, -0.85, -0.40], [-0.50, -0.17, -1.30], [0.09, 0.24, 0.47], [2.10, 1.44, 0.53], [-0.47, -0.32, 1.22], [-0.18, 0.27, -0.24], [0.61, 1.32, 2.22], [-2.14, -1.77, 0.79], [-1.01, -0.96, -1.38], [0.96, -0.02, 0.01], [-0.45, 0.54, 0.15]]}